{"formula": "C27H56LiN3O3", "method": "ωB97M-V/def2-TZVPD", "energy_ev": -39718.078, "orbital_gap_ev": 5.4, "elements": ["Li", "C", "C", "C", "C", "C", "C", "N", "O", "C", "C", "C", "H", "H", "H", "H", "H", "H", "H", "H", "H", "H", "H", "H", "H", "H", "H", "H", "H", "H", "C", "C", "C", "C", "C", "C", "N", "O", "C", "C", "C", "H", "H", "H", "H", "H", "H", "H", "H", "H", "H", "H", "H", "H", "H", "H", "H", "H", "H", "H", "C", "C", "C", "C", "C", "C", "N", "O", "C", "C", "C", "H", "H", "H", "H", "H", "H", "H", "H", "H", "H", "H", "H", "H", "H", "H", "H", "H", "H", "H"], "positions_angstrom": [[-1.319943, -0.799368, 0.569031], [0.640988, -0.293511, 3.039626], [0.907821, -1.700519, 2.436108], [1.292036, -2.796225, 3.440507], [0.260271, -3.283560, 4.369534], [-1.079971, -2.697309, 4.048472], [-1.385996, -2.754794, 2.487140], [-0.295336, -2.151864, 1.750236], [-0.227252, -2.268537, 0.491267], [-2.674007, -1.977433, 2.267636], [-1.646932, -4.209823, 2.030546], [1.966547, -1.392191, 1.407283], [0.554324, 0.435375, 2.312630], [1.510941, -0.077490, 3.645576], [-0.390208, -0.107870, 3.479569], [2.252408, -2.609403, 3.931010], [1.489876, -3.635351, 2.822472], [0.376616, -2.998952, 5.379541], [0.205397, -4.378141, 4.428480], [-1.158639, -1.708735, 4.424158], [-1.908106, -3.232591, 4.595140], [-3.462232, -2.416454, 2.850302], [-3.085400, -2.001455, 1.264187], [-2.563645, -0.959687, 2.624698], [-1.347625, -4.376362, 1.037337], [-2.672491, -4.566073, 2.237571], [-1.022124, -4.901913, 2.561850], [2.855523, -0.919170, 1.827881], [1.622698, -0.655956, 0.722428], [2.226114, -2.292511, 0.889503], [2.944804, 1.762303, 0.088853], [3.093288, 1.885195, -1.476314], [4.393551, 1.512776, -2.041540], [4.644793, 0.016109, -1.731054], [3.456621, -0.852164, -1.993102], [2.240956, -0.210756, -2.685440], [1.988796, 1.034327, -1.998430], [0.970305, 1.674623, -2.435681], [1.099477, -1.158258, -2.424409], [2.297144, 0.040109, -4.207834], [2.944689, 3.405995, -1.746814], [1.894065, 1.894988, 0.454643], [3.512669, 2.503474, 0.536735], [3.367115, 0.928993, 0.490814], [5.084538, 2.179541, -1.551448], [4.527775, 1.561247, -3.139410], [4.853700, -0.018695, -0.674550], [5.541579, -0.445295, -2.159089], [3.087606, -1.360089, -1.131428], [3.727543, -1.693345, -2.648470], [1.111387, 1.858816, -3.348641], [0.199578, -0.817899, -2.845316], [0.876681, -1.402634, -1.362178], [1.315609, -2.187829, -2.800004], [2.935271, 0.835365, -4.594386], [1.308947, 0.238383, -4.611010], [2.636078, -0.842263, -4.752065], [3.745108, 4.014774, -1.347881], [2.003947, 3.891787, -1.448490], [2.976696, 3.686208, -2.778774], [-2.455707, -0.945822, -1.631979], [-2.731473, 0.547789, -1.478562], [-4.160904, 0.778806, -1.003373], [-4.460750, 2.211588, -0.669657], [-3.219209, 3.032223, -0.221578], [-2.129919, 2.177537, 0.472620], [-1.783919, 1.088702, -0.446059], [-0.624746, 0.656130, -0.515979], [-2.421177, 1.631870, 1.833477], [-0.900504, 3.058436, 0.681851], [-2.428055, 1.223355, -2.861070], [-1.416832, -1.313226, -1.641648], [-2.864384, -1.286423, -2.627152], [-2.951361, -1.554495, -0.893521], [-4.358569, 0.276756, -0.093228], [-4.808236, 0.267526, -1.666904], [-5.266173, 2.270793, 0.047056], [-4.775341, 2.729053, -1.541618], [-3.497877, 3.887296, 0.470898], [-2.736774, 3.531237, -1.110057], [-0.260097, 1.094177, -1.295489], [-1.634809, 1.060784, 2.267669], [-3.249698, 1.004215, 1.680652], [-2.792967, 2.362523, 2.569965], [-0.593053, 3.506542, -0.252930], [-0.053784, 2.558658, 1.152743], [-1.064261, 3.886278, 1.380887], [-3.066974, 0.730040, -3.589773], [-1.390911, 1.017369, -3.120116], [-2.603507, 2.302370, -2.906134]], "forces_ev_per_angstrom": [[0.87, -0.52, -0.04], [-1.17, -1.33, 1.88], [-1.12, 1.04, 0.78], [1.96, 0.54, -0.70], [-1.60, -0.45, 0.95], [-1.90, -1.64, -1.49], [-0.13, -0.79, 0.90], [-0.54, 2.31, 5.85], [-0.71, -1.34, -6.95], [-0.31, 0.13, 0.31], [-0.31, -0.16, 1.60], [0.77, -0.56, 0.48], [0.56, 1.37, -2.22], [-0.17, 0.60, 0.79], [1.50, -0.84, 0.58], [-0.03, 0.29, 0.16], [0.51, -0.79, -1.01], [0.86, 0.42, 1.34], [0.09, 0.15, -0.36], [0.08, 1.09, 0.06], [0.71, 0.19, -0.64], [-0.52, -0.28, 0.48], [0.26, 0.04, -0.55], [0.01, 0.29, -0.04], [-0.07, 0.25, -1.64], [0.28, 0.37, -0.34], [0.53, -0.34, 0.67], [0.13, -0.36, 0.52], [-0.60, 0.30, -0.78], [0.36, -0.44, -0.51], [-1.39, 1.42, -1.79], [-2.46, 1.38, 1.18], [1.61, -2.34, -0.59], [1.13, 0.54, 0.95], [-0.39, -0.84, -2.09], [0.45, 0.20, 0.30], [4.15, -2.09, 2.74], [-4.66, 2.53, -0.82], [0.26, -2.17, 1.05], [0.58, -0.57, -0.63], [-1.30, 0.43, -0.47], [0.85, -0.28, -0.75], [1.12, 2.00, 0.91], [0.68, -2.93, 0.82], [0.87, -0.09, -0.07], [-0.61, 0.84, 0.45], [0.11, -0.16, 0.59], [-0.06, 0.59, -0.38], [-0.23, 0.05, 0.94], [0.12, 0.18, 0.01], [-0.13, 0.72, -1.69], [-1.23, 0.40, -0.84], [0.38, 0.71, -0.30], [-0.05, 0.81, -0.34], [0.23, 0.25, 0.50], [-0.35, 0.00, 0.05], [-0.05, -0.22, 0.16], [0.35, -0.35, 0.63], [0.14, -0.57, 0.50], [0.14, -0.35, -1.18], [-0.31, -0.97, -1.75], [1.20, 0.82, 0.18], [1.18, 0.19, 0.36], [0.59, 1.18, -0.30], [0.13, 0.48, 0.84], [1.62, 1.40, -0.56], [-9.96, 1.49, 1.02], [7.76, -1.98, -0.67], [-1.91, 0.82, 0.51], [0.48, 0.78, 0.05], [-0.50, -0.46, 0.55], [-0.27, 0.70, 0.10], [0.21, 0.28, 0.97], [-0.43, -0.11, 0.47], [0.44, -1.12, 1.12], [-0.97, 0.08, -1.13], [-0.18, 0.04, 0.29], [-0.76, 0.47, -0.89], [0.11, -1.02, -0.72], [-0.43, -0.63, 0.85], [1.55, -0.23, -0.20], [0.82, -0.25, 0.14], [-1.23, -1.30, 0.22], [0.48, 0.12, -0.26], [0.38, 0.09, -0.35], [-0.06, -0.43, -0.34], [-0.59, -0.05, -0.16], [0.01, 0.11, -0.32], [0.06, 0.03, -0.12], [0.00, -0.19, 0.21]]}